Record 1
The following is a quantum chemistry calculation of C5H6O2 as an isolated structure, from OMol25.

Element x y z (Å)
O: -0.96184 -2.52666 0.76954
C: -0.75682 -1.37379 1.05957
C: -0.99370 -0.24952 0.05706
O: -0.85244 1.06540 0.62877
C: 0.18280 1.36026 -0.30085
C: 1.34592 0.41984 -0.17449
C: 0.12969 0.01489 -0.95615
H: -0.36382 -1.05970 2.05432
H: -1.97259 -0.36720 -0.41850
H: 0.20843 2.35824 -0.73160
H: 2.21472 0.71135 -0.75546
H: 1.56972 -0.11374 0.73426
H: 0.14907 -0.30361 -1.99044

Output
- Charge: 0
- Energy relative to the best compared isomer or geometry (same formula, charge and spin): 261.6 kJ/mol
- Maximum force: 0.55 eV/Å
- LUMO energy: 0.84 eV
- Total energy: -344.5023 a.u.

Here are the natural (NBO) charges for atoms 1 to 8, given in e:
1 O -0.50
2 C 0.42
3 C -0.01
4 O -0.51
5 C 0.10
6 C -0.45
7 C -0.27
8 H 0.12

---

Record 2
The following is a quantum chemistry calculation of C10H10BaBrCl as an isolated structure at a distorted geometry, from OMol25.

Element x y z (Å)
C: -1.37043 -0.89080 -1.46293
C: -1.45984 -1.91436 -0.48581
C: -2.30184 -1.42431 0.57161
H: -0.99287 -2.90793 -0.53406
C: -2.66703 -0.08565 0.25544
C: -2.09050 0.24028 -1.00727
H: -2.19720 1.19753 -1.55593
H: -0.82779 -0.96707 -2.43793
H: -2.54930 -1.97725 1.48675
H: -3.28893 0.57597 0.87349
Ba: -0.05877 -0.04770 2.00600
Br: 1.27520 -2.87202 2.56678
C: 2.41522 1.33092 0.62596
C: 1.53743 2.07165 -0.21130
C: 1.29246 1.28408 -1.38481
H: 1.12760 3.06432 -0.01609
C: 1.98492 0.05477 -1.25373
C: 2.68049 0.06580 0.00003
H: 3.28070 -0.75234 0.40822
H: 2.78970 1.64529 1.60934
H: 0.65383 1.57651 -2.24257
H: 1.96734 -0.78082 -1.97930
Cl: -1.20038 1.51314 4.16809

Output
- Charge: -2
- Energy relative to the best compared isomer or geometry (same formula, charge and spin): 19.8 kJ/mol
- Maximum force: 1.56 eV/Å
- LUMO energy: 4.93 eV
- Total energy: -3446.8917 a.u.

Here are the natural (NBO) charges for atoms 1 to 8, given in e:
1 C -0.33
2 C -0.37
3 C -0.46
4 H 0.21
5 C -0.43
6 C -0.36
7 H 0.19
8 H 0.19

---

Record 3
The following is a quantum chemistry calculation of a 4-piece molecular cluster, C24H31F24NO7 overall at a distorted geometry, from OMol25.

Element x y z (Å)
C: -0.61909 -1.42765 -1.36749
C: 0.04346 -0.05846 -0.85329
C: 0.07472 -0.16022 0.78036
C: -0.77432 1.27118 -1.22403
C: 0.28602 2.50519 -1.07651
C: -1.33199 1.33022 -2.72384
O: -2.49510 0.50524 -2.98088
O: -3.64989 1.13782 -2.62080
C: -4.46022 0.07538 -2.04505
O: -4.74555 -0.96662 -2.67330
O: -4.90769 0.19743 -0.69193
C: -5.95861 1.22077 -0.59126
C: -5.36496 2.44471 0.25762
N: -4.34516 3.26738 -0.45389
H: -0.03816 -2.28328 -0.85379
H: -0.41610 -1.51274 -2.49917
H: -1.74772 -1.49318 -1.14352
H: 1.14508 0.07564 -1.16164
H: 0.97897 0.35806 1.24285
H: -0.87104 0.35470 1.19604
H: -0.01314 -1.26148 1.10363
H: -1.60193 1.51195 -0.45044
H: -0.16470 3.51414 -1.35801
H: 1.13420 2.26280 -1.82908
H: 0.80276 2.50309 -0.04529
H: -0.50619 1.13604 -3.50668
H: -1.65972 2.42775 -2.91158
H: -6.84112 0.74011 -0.03620
H: -6.29926 1.52593 -1.64588
H: -6.23833 3.09117 0.61022
H: -4.86905 2.01429 1.20470
H: -4.70969 3.61332 -1.35431
H: -3.50912 2.69008 -0.62270
F: -7.06169 6.27406 0.64735
C: -5.72249 6.12896 0.70776
F: -5.40671 6.05169 2.02508
C: -4.97165 7.28318 0.04244
F: -5.18438 8.44876 0.70021
F: -3.63480 7.02599 0.16163
C: -5.24991 7.50030 -1.46047
O: -6.21580 8.50235 -1.81438
C: -7.57771 8.12776 -1.79868
F: -7.67307 6.78712 -1.69844
F: -8.06538 8.44300 -3.02108
C: -8.38719 8.87046 -0.72633
F: -7.87454 8.68401 0.50815
F: -9.66453 8.42076 -0.69193
H: -5.45924 5.17072 0.24931
H: -4.31560 7.87755 -1.88647
H: -5.43260 6.56009 -1.98783
H: -8.40127 9.94396 -0.92532
F: 5.02373 -2.13536 -1.56098
C: 3.88634 -2.45195 -0.91386
F: 2.86796 -2.03303 -1.70798
C: 3.79558 -1.80562 0.46841
F: 3.73130 -0.45435 0.37743
F: 2.61396 -2.19560 1.03332
C: 4.91562 -2.19107 1.45506
O: 6.02087 -1.28001 1.56588
C: 7.05306 -1.39110 0.60870
F: 6.90294 -2.53916 -0.08168
F: 8.20111 -1.52995 1.31236
C: 7.16239 -0.15513 -0.29525
F: 6.00342 0.10024 -0.93852
F: 8.10691 -0.33963 -1.24853
H: 3.82195 -3.54143 -0.84386
H: 4.46500 -2.17888 2.45191
H: 5.25022 -3.22135 1.31953
H: 7.42464 0.72988 0.28800
F: 5.19054 -5.88726 2.31117
C: 5.62179 -6.12466 1.05892
F: 4.96207 -5.24801 0.25602
C: 5.36446 -7.56163 0.60343
F: 4.03716 -7.81776 0.52386
F: 5.84418 -7.67924 -0.67084
C: 6.03954 -8.67201 1.43690
O: 5.24473 -9.31331 2.44561
C: 5.14881 -8.67424 3.70206
F: 6.06534 -7.68864 3.77506
F: 5.52276 -9.59588 4.61866
C: 3.72500 -8.19627 4.01971
F: 3.25419 -7.35756 3.07170
F: 3.69672 -7.51803 5.19149
H: 6.68748 -5.87951 1.01050
H: 6.26727 -9.47799 0.73324
H: 7.01364 -8.36363 1.82624
H: 3.03851 -9.04235 4.09047

Output
- Structure (SMILES): CC(C)[C@@H](C)COOC(=O)OCCN.FC(F)C(F)(F)COC(F)(F)C(F)F.FC(F)C(F)(F)COC(F)(F)C(F)F.FC(F)C(F)(F)COC(F)(F)C(F)F
- Charge: 0
- Maximum force: 5.40 eV/Å
- LUMO energy: 0.38 eV
- Total energy: -3911.1204 a.u.

Here are the Löwdin charges for atoms 1 to 8, given in e:
1 C -0.08
2 C -0.35
3 C -0.09
4 C -0.31
5 C -0.08
6 C -0.13
7 O -0.14
8 O -0.03

---

Record 4
The following is a quantum chemistry calculation of a 2-piece molecular cluster, C5H14NO overall at a distorted geometry, from OMol25.

Element x y z (Å)
C: 1.03126 0.18347 0.68827
C: 1.33978 -1.24378 0.41252
C: 0.18319 -2.06308 -0.22303
C: -1.98437 -0.92150 0.36165
C: -1.18431 -1.40242 -0.58411
N: 0.80701 0.92911 -0.61594
H: 0.06138 0.32223 1.24836
H: 1.82230 0.83575 1.18748
H: 1.48794 -1.79898 1.43605
H: 2.29748 -1.32794 -0.15020
H: 0.59312 -2.65249 -1.06834
H: -0.06038 -2.73259 0.58769
H: -1.56848 -0.86471 1.38510
H: -3.03032 -0.79713 0.16399
H: -1.43736 -1.51661 -1.62032
H: 1.68780 0.80374 -1.13812
H: 0.68460 1.95395 -0.43288
H: 0.03789 0.63392 -1.26885
H: 0.08336 4.05502 -0.00714
H: -1.32283 3.39054 0.18969
O: -0.39408 3.21964 0.01439

Output
- Charge: +1
- Energy relative to the best compared isomer or geometry (same formula, charge and spin): 171.3 kJ/mol
- Maximum force: 2.44 eV/Å
- LUMO energy: -3.10 eV
- Total energy: -328.6210 a.u.

Here are the natural (NBO) charges for atoms 1 to 8, given in e:
1 C -0.22
2 C -0.45
3 C -0.47
4 C -0.39
5 C -0.22
6 N -0.71
7 H 0.23
8 H 0.24